(1)
Entry from OMol25: C17H16I2NO5Rh as an isolated structure (ωB97M-V with the def2-TZVPD basis set).

Computed properties:
energy above the lowest of the compared OMol25 structures with the same formula, charge and spin: 0.0 kcal per mole
DFT total energy: -48822.9312 eV
E_HOMO (alpha / beta): -7.8 / -9.1 eV
⟨S²⟩: 6.058
LUMO (alpha / beta): -1.2 / -2.2 eV

ORCA input file:
```
! wB97M-V def2-TZVPD RIJCOSX def2/J DEFGRID3
* xyz 0 5
Rh -0.226 -0.809 -0.555
O -0.226 2.861 1.218
C 0.166 1.761 0.894
O -0.596 0.699 0.844
C 1.657 1.539 0.617
C 2.163 0.222 1.227
C 3.686 0.241 1.355
C 4.129 0.077 -0.123
C 2.782 -0.009 -0.840
O 1.977 -0.731 0.139
C 2.108 1.371 -0.882
C 1.015 1.474 -1.950
O 0.878 2.517 -2.553
O 0.326 0.389 -2.183
H 2.168 2.395 1.051
H 1.608 -0.122 2.095
H 4.031 -0.592 1.967
H 4.039 1.164 1.810
H 4.702 -0.837 -0.269
H 4.723 0.913 -0.488
H 2.767 -0.554 -1.779
H 2.827 2.151 -1.122
I -0.565 -2.787 1.691
C 0.925 -3.966 0.739
I 0.988 -3.600 -1.353
H 0.694 -5.012 0.894
H 1.888 -3.699 1.155
C -2.176 -1.312 -2.041
C -2.800 -0.521 -1.070
C -2.745 0.909 -1.153
C -3.360 1.696 -0.218
C -4.067 1.104 0.836
C -4.159 -0.298 0.936
C -3.549 -1.093 0.010
C -4.710 1.914 1.825
N -5.241 2.544 2.627
H -1.697 -0.846 -2.891
H -2.339 -2.382 -2.059
H -2.165 1.355 -1.953
H -3.278 2.773 -0.271
H -4.726 -0.730 1.750
H -3.623 -2.172 0.075
*
```

Here are the Mulliken charges for atoms 1 to 4, given in e: 0.99 -0.68 -0.17 -0.69



(2)
Entry from OMol25: a 5-piece molecular cluster, C22H25ClF32NO7PSi overall in a non-equilibrium geometry (ωB97M-V with the def2-TZVPD basis set).

Computed properties:
DFT total energy: -155691.0357 eV
E_HOMO: -9.8 eV
structure (SMILES): FC(F)C(F)(F)COC(F)(F)C(F)F.FC(F)C(F)(F)COC(F)(F)C(F)F.FC(F)C(F)(F)COC(F)(F)C(F)F.FC(F)C(F)(F)COC(F)(F)C(F)F.CCN[Si@@H](Cl)P(=O)(O)O
LUMO: -0.1 eV

ORCA input file:
```
! wB97M-V def2-TZVPD RIJCOSX def2/J DEFGRID3
* xyz 0 1
F 2.359 2.249 -3.317
C 1.602 1.505 -2.478
F 0.342 2.014 -2.554
C 2.113 1.551 -1.044
F 2.048 2.809 -0.531
F 1.273 0.793 -0.269
C 3.533 0.997 -0.844
O 4.584 1.965 -0.797
C 5.094 2.376 -2.065
F 4.593 1.570 -3.031
F 6.430 2.124 -2.024
C 4.856 3.865 -2.345
F 3.534 4.173 -2.325
F 5.315 4.212 -3.577
H 1.567 0.480 -2.857
H 3.548 0.535 0.151
H 3.763 0.173 -1.530
H 5.358 4.489 -1.600
F 1.525 -1.872 -4.869
C 1.341 -2.297 -3.598
F 1.144 -1.178 -2.849
C 2.533 -3.089 -3.075
F 3.653 -2.322 -3.014
F 2.265 -3.453 -1.779
C 2.844 -4.379 -3.851
O 3.881 -4.287 -4.831
C 3.471 -3.805 -6.110
F 2.119 -3.749 -6.155
F 3.835 -4.767 -7.001
C 4.137 -2.475 -6.483
F 3.854 -1.502 -5.579
F 3.692 -2.024 -7.687
H 0.421 -2.886 -3.558
H 3.231 -5.096 -3.117
H 1.942 -4.857 -4.249
H 5.224 -2.582 -6.534
F -6.935 1.616 6.820
C -8.145 1.637 7.424
F -8.351 0.380 7.904
C -9.263 2.034 6.467
F -9.403 1.130 5.462
F -10.446 2.003 7.159
C -9.129 3.443 5.865
O -8.562 3.514 4.554
C -7.137 3.531 4.505
F -6.648 3.695 5.758
F -6.804 4.661 3.824
C -6.554 2.305 3.791
F -6.920 1.149 4.402
F -5.194 2.333 3.801
H -8.095 2.313 8.281
H -10.150 3.823 5.738
H -8.659 4.152 6.556
H -6.892 2.260 2.752
F 7.681 -4.781 1.250
C 7.260 -5.761 2.083
F 8.087 -6.820 1.869
C 5.810 -6.152 1.829
F 5.645 -6.674 0.584
F 5.484 -7.162 2.698
C 4.788 -5.024 2.044
O 4.359 -4.333 0.868
C 5.207 -3.267 0.442
F 6.130 -3.020 1.402
F 4.415 -2.163 0.393
C 5.831 -3.520 -0.936
F 6.576 -4.655 -0.947
F 6.664 -2.506 -1.290
H 7.410 -5.429 3.114
H 3.875 -5.501 2.423
H 5.085 -4.334 2.842
H 5.058 -3.617 -1.704
C -2.012 2.070 0.256
C -2.421 3.679 0.415
N -2.926 4.113 -0.943
Si -4.700 4.403 -0.977
Cl -5.289 4.187 -3.068
P -5.909 2.954 0.144
O -5.106 2.087 1.205
O -6.523 1.789 -1.047
O -7.274 3.651 0.999
H -1.062 1.986 -0.447
H -2.954 1.573 -0.283
H -1.859 1.535 1.291
H -1.403 4.228 0.695
H -3.201 3.870 1.269
H -2.656 3.376 -1.631
H -5.066 5.799 -0.630
H -7.460 1.520 -0.818
H -7.277 4.654 0.922
*
```

Here are the Mulliken charges for atoms 1 to 4, given in e: -0.23 0.56 -0.27 1.14



(3)
Entry from OMol25: a 10-piece molecular cluster, C27H72F2N10O13S2 overall in a non-equilibrium geometry (ωB97M-V with the def2-TZVPD basis set).

Computed properties:
energy above the lowest of the compared OMol25 structures with the same formula, charge and spin: 118.5 kcal per mole
DFT total energy: -97684.1944 eV
E_HOMO: -26.8 eV
LUMO: -17.3 eV

ORCA input file:
```
! wB97M-V def2-TZVPD RIJCOSX def2/J DEFGRID3
* xyz 8 1
N -1.220 0.324 0.300
S -0.098 -0.681 0.733
O 0.489 -0.503 2.014
O 0.656 -1.292 -0.353
F -1.161 -1.844 1.150
S -0.071 1.549 -0.176
O 0.301 1.677 -1.563
O 0.830 2.036 0.829
F -1.156 2.693 -0.134
C 3.797 -2.517 -1.462
C 2.787 -2.767 -2.566
O 2.265 -3.832 -2.669
N 2.800 -1.709 -3.648
H 3.296 -0.893 -3.297
H 3.354 -2.041 -4.446
C 1.392 -1.457 -4.195
H 4.198 -3.463 -1.107
H 3.381 -2.007 -0.589
H 4.561 -1.867 -1.895
H 0.888 -2.373 -4.480
H 1.583 -0.804 -5.043
H 0.808 -0.986 -3.406
C 5.080 0.213 2.582
C 4.522 0.524 1.196
O 3.373 0.340 0.913
N 5.354 1.338 0.239
H 6.333 1.459 0.513
H 5.359 0.870 -0.668
C 4.729 2.708 -0.104
H 6.087 0.603 2.746
H 5.248 -0.862 2.644
H 4.384 0.678 3.273
H 5.335 3.325 -0.768
H 4.610 3.343 0.772
H 3.767 2.541 -0.581
C 1.828 5.358 1.360
C 0.370 5.549 1.786
O -0.509 5.744 1.030
N 0.077 5.554 3.306
H 0.942 5.472 3.840
H -0.420 6.361 3.701
C -0.837 4.395 3.686
H 1.912 5.518 0.289
H 2.143 4.320 1.511
H 2.496 5.938 1.998
H -1.836 4.594 3.311
H -0.871 4.325 4.772
H -0.456 3.462 3.271
C -0.872 -4.104 -2.507
C -0.766 -5.590 -2.509
O -0.784 -6.261 -1.537
N -0.918 -6.205 -3.883
H -0.332 -5.729 -4.569
H -0.465 -7.126 -3.806
C -2.385 -6.611 -4.207
H -0.364 -3.623 -3.336
H -0.755 -3.734 -1.492
H -1.914 -3.926 -2.804
H -3.036 -5.739 -4.269
H -2.731 -7.181 -3.348
H -2.402 -7.102 -5.177
C -3.719 5.315 -6.296
C -2.943 4.502 -5.295
O -3.218 4.491 -4.132
N -1.748 3.757 -5.892
H -2.069 2.796 -6.040
H -1.444 3.982 -6.844
C -0.591 3.787 -4.905
H -4.688 4.806 -6.343
H -3.294 5.207 -7.292
H -3.873 6.329 -5.932
H -0.179 4.792 -4.948
H 0.203 3.120 -5.246
H -0.921 3.356 -3.966
C 2.292 1.743 6.255
C 1.784 0.879 5.120
O 1.856 1.224 3.978
N 0.814 -0.234 5.564
H 0.589 -0.037 6.544
H -0.077 -0.062 5.101
C 1.417 -1.623 5.385
H 2.881 1.038 6.853
H 1.564 2.275 6.865
H 3.007 2.365 5.722
H 1.808 -1.650 4.371
H 0.578 -2.252 5.675
H 2.224 -1.850 6.083
C -4.076 -1.180 2.827
C -4.370 0.193 2.291
O -5.394 0.654 1.943
N -3.113 1.062 2.161
H -2.482 1.024 2.959
H -2.510 0.790 1.342
C -3.470 2.539 2.079
H -4.769 -1.888 2.369
H -4.475 -1.188 3.849
H -3.047 -1.520 2.871
H -4.278 2.567 1.354
H -2.649 3.163 1.741
H -3.875 2.909 3.019
C 3.728 -4.490 2.760
C 2.341 -4.236 2.310
O 1.971 -3.216 1.777
N 1.466 -5.484 2.308
H 2.054 -6.273 2.022
H 1.255 -5.749 3.279
C 0.125 -5.306 1.665
H 4.457 -3.909 2.198
H 4.049 -5.526 2.614
H 3.880 -4.335 3.832
H -0.507 -4.648 2.250
H -0.342 -6.284 1.831
H 0.155 -5.340 0.580
C -4.951 1.899 -2.922
C -3.896 1.788 -1.843
O -3.734 2.554 -0.967
N -3.107 0.425 -1.913
H -2.583 0.427 -2.784
H -2.422 0.388 -1.109
C -4.082 -0.784 -1.704
H -5.268 2.927 -3.109
H -5.905 1.404 -2.733
H -4.505 1.615 -3.880
H -4.234 -0.810 -0.627
H -3.622 -1.695 -2.070
H -5.042 -0.504 -2.128
*
```

Here are the Mulliken charges for atoms 1 to 4, given in e: -1.09 0.43 -0.32 -0.19



(4)
Entry from OMol25: a single C6H11N molecule in a non-equilibrium geometry (ωB97M-V with the def2-TZVPD basis set).

Computed properties:
energy above the lowest of the compared OMol25 structures with the same formula, charge and spin: 165.7 kcal per mole
DFT total energy: -7883.3472 eV
E_HOMO: -7.7 eV
structure (SMILES): C[C@@]12CCN[C@H]1C2
LUMO: 1.0 eV

ORCA input file:
```
! wB97M-V def2-TZVPD RIJCOSX def2/J DEFGRID3
* xyz 0 1
C 0.524 -1.560 -0.306
C -0.367 -0.471 0.476
C 0.445 0.550 1.231
C 0.995 1.543 -0.138
N 0.107 1.043 -1.279
C -1.085 0.538 -0.571
C -1.724 -0.726 -0.241
H -0.051 -1.723 -1.188
H 1.819 -1.548 -0.136
H 0.057 -2.398 0.288
H -0.079 1.258 1.885
H 1.199 0.128 1.828
H 1.069 2.763 0.109
H 2.116 1.272 0.008
H 0.554 0.107 -1.450
H -1.298 1.551 -0.023
H -1.698 -1.571 -0.894
H -2.583 -0.755 0.403
*
```

Here are the Mulliken charges for atoms 1 to 4, given in e: -1.47 0.42 -1.05 -0.42



(5)
Entry from OMol25: a 4-piece molecular cluster, C4H12O3 overall in a non-equilibrium geometry (ωB97M-V with the def2-TZVPD basis set).

Computed properties:
energy above the lowest of the compared OMol25 structures with the same formula, charge and spin: 39.5 kcal per mole
DFT total energy: -10483.4262 eV
E_HOMO: -9.3 eV
structure (SMILES): C=CC=C.O.O.O
LUMO: 0.6 eV

ORCA input file:
```
! wB97M-V def2-TZVPD RIJCOSX def2/J DEFGRID3
* xyz 0 1
C 2.477 -2.869 1.019
C 2.642 -1.551 1.046
C 1.880 -0.602 1.891
C 2.295 0.650 1.946
H 1.586 -3.367 1.414
H 3.168 -3.533 0.517
H 3.603 -1.192 0.698
H 1.158 -1.095 2.523
H 1.938 1.402 2.657
H 3.188 0.990 1.459
O -4.488 3.309 -1.517
H -4.682 2.637 -0.862
H -4.067 2.887 -2.276
O -0.385 0.975 -1.313
H -0.175 0.144 -1.744
H 0.413 1.401 -0.995
O -3.755 -0.218 -1.907
H -2.942 0.262 -1.696
H -3.855 -0.228 -2.861
*
```

Here are the Mulliken charges for atoms 1 to 4, given in e: -0.77 0.02 0.09 -0.92



(6)
Entry from OMol25: C19H38AsFINO7P as an isolated structure in a non-equilibrium geometry (ωB97M-V with the def2-TZVPD basis set).

Computed properties:
DFT total energy: -117086.4813 eV
E_HOMO: -3.4 eV
LUMO: 2.2 eV

ORCA input file:
```
! wB97M-V def2-TZVPD RIJCOSX def2/J DEFGRID3
* xyz -1 1
C 1.889 -2.562 0.072
C 0.446 -2.150 0.415
C -0.482 -2.338 -0.778
N -1.799 -1.758 -0.600
As -1.962 0.149 -0.939
C -1.920 0.603 1.055
C -3.294 0.745 1.686
C -4.075 -0.577 1.684
C -4.231 -1.215 3.036
O -3.875 -0.766 4.103
O -4.822 -2.475 3.008
C -6.083 -2.540 2.359
C -6.007 -3.034 0.907
C -2.123 -0.118 -2.995
C -3.535 0.156 -3.476
F -1.823 -1.428 -3.407
P -2.097 2.512 -1.552
O -2.828 3.353 -0.293
I 0.244 3.301 -1.415
H 2.099 -3.586 0.383
H 2.626 -1.889 0.490
H 2.014 -2.542 -1.009
H 0.085 -2.706 1.280
H 0.454 -1.099 0.694
H 0.023 -1.958 -1.675
H -0.598 -3.416 -0.937
H -2.495 -2.290 -1.102
H -0.389 0.262 -1.033
H -3.551 0.090 -0.866
H -1.361 -0.138 1.625
H -1.372 1.544 1.152
H -3.173 1.064 2.722
H -3.888 1.525 1.214
H -5.080 -0.393 1.301
H -3.599 -1.296 1.019
H -6.687 -3.240 2.932
H -6.598 -1.582 2.397
H -6.605 -3.926 0.746
H -4.983 -3.232 0.610
H -6.386 -2.264 0.236
H -1.441 0.573 -3.495
H -3.841 1.176 -3.274
H -4.203 -0.572 -3.016
H -3.563 -0.031 -4.553
H -2.162 3.641 0.336
O 1.024 4.843 2.171
C 2.006 5.339 1.719
O 1.979 6.205 0.672
C 3.312 6.543 0.270
C 4.184 6.271 1.491
C 3.445 5.104 2.145
H 3.584 5.916 -0.582
H 3.328 7.586 -0.041
H 5.221 6.060 1.238
H 4.168 7.136 2.157
H 3.765 4.141 1.746
H 3.525 5.098 3.228
O 4.214 -1.056 -1.733
C 5.048 -1.868 -1.494
O 5.074 -2.607 -0.345
C 6.265 -3.405 -0.310
C 6.711 -3.550 -1.758
C 6.250 -2.224 -2.354
H 7.010 -2.888 0.301
H 6.027 -4.358 0.158
H 7.778 -3.740 -1.860
H 6.175 -4.375 -2.230
H 6.999 -1.439 -2.239
H 5.957 -2.301 -3.397
*
```

Here are the Mulliken charges for atoms 1 to 4, given in e: -1.18 0.24 -0.98 -0.39



(7)
Entry from OMol25: a single C3H11N3O molecule in a non-equilibrium geometry (ωB97M-V with the def2-TZVPD basis set).

Computed properties:
energy above the lowest of the compared OMol25 structures with the same formula, charge and spin: 64.7 kcal per mole
DFT total energy: -9805.1961 eV
E_HOMO: -8.6 eV
structure (SMILES): CN[C@@H](O)CNN
LUMO: 0.8 eV

ORCA input file:
```
! wB97M-V def2-TZVPD RIJCOSX def2/J DEFGRID3
* xyz 0 1
C -2.118 -1.535 0.164
N -1.028 -0.878 0.869
C 0.033 -0.235 -0.127
O -0.592 0.375 -1.219
C 0.663 0.761 0.822
N 1.819 1.624 0.185
N 2.393 1.161 -1.039
H -2.826 -0.793 -0.220
H -2.675 -2.179 0.854
H -1.770 -2.162 -0.667
H -0.512 -1.582 1.398
H 0.716 -1.014 -0.472
H -1.336 0.871 -0.842
H 1.137 0.266 1.671
H -0.072 1.499 1.158
H 1.509 2.593 0.071
H 1.683 0.889 -1.731
H 2.975 0.338 -0.873
*
```

Here are the Mulliken charges for atoms 1 to 4, given in e: -0.83 -0.44 -0.02 -0.54



(8)
Entry from OMol25: a single C4H9N molecule in a non-equilibrium geometry (ωB97M-V with the def2-TZVPD basis set).

Computed properties:
energy above the lowest of the compared OMol25 structures with the same formula, charge and spin: 45.9 kcal per mole
DFT total energy: -5781.8220 eV
E_HOMO: -9.2 eV
structure (SMILES): C/C=C/CN
LUMO: 1.2 eV

ORCA input file:
```
! wB97M-V def2-TZVPD RIJCOSX def2/J DEFGRID3
* xyz 0 1
C 2.447 -0.294 -0.014
C 1.103 0.422 -0.170
C 0.008 -0.124 0.297
C -1.341 0.607 0.157
N -2.343 -0.428 -0.294
H 2.453 -1.317 0.380
H 3.145 -0.416 -0.942
H 3.113 0.461 0.586
H 1.139 1.453 -0.613
H 0.034 -1.260 0.665
H -1.638 1.113 1.061
H -1.112 1.477 -0.497
H -2.403 -1.038 0.665
H -1.639 -1.135 -0.868
*
```

Here are the Mulliken charges for atoms 1 to 4, given in e: -1.07 -0.04 -0.23 -0.34



Q: Look up the DFT total energy of the first one.
A: -48822.9312 eV